[1]
ORCA calculation (ωB97M-V with the def2-TZVPD basis set) on C6H9N2O7Rh as an isolated structure.

Computed properties:
* 2S+1: 5
* <S²>: 6.01
* HOMO-LUMO gap (alpha / beta): 0.251 / 0.152 Ha
* charge: 0
* lowest unoccupied orbital energy (alpha / beta): -1.978 / -4.848 eV

Each line ends with the natural charge from an NBO analysis.
Cartesian coordinates (Å):
Rh: -1.18 1.20 -0.54  1.3011
O: -1.72 -0.91 0.40  -0.7427
C: -0.62 -1.79 0.16  -0.0837
C: 0.59 -1.21 0.88  -0.2436
N: 1.09 0.05 0.31  -0.4207
C: 1.48 1.01 1.30  -0.3428
C: 0.26 1.81 1.98  0.7800
O: 0.30 1.94 3.18  -0.6197
O: -0.57 2.26 1.16  -0.7887
C: 1.89 -0.09 -0.86  -0.3646
C: 1.10 -0.01 -2.27  0.7902
O: 1.71 -0.45 -3.21  -0.6348
O: -0.03 0.51 -2.22  -0.8059
H: -2.52 -1.20 -0.09  0.5029
H: -0.84 -2.77 0.59  0.1893
H: -0.45 -1.91 -0.92  0.1933
H: 0.28 -1.01 1.90  0.2277
H: 1.39 -1.96 0.87  0.2036
H: 2.01 0.54 2.13  0.2056
H: 2.12 1.78 0.85  0.2207
H: 2.63 0.71 -0.93  0.2273
H: 2.39 -1.06 -0.90  0.2085
O: -4.00 -0.17 -0.91  -0.2479
N: -4.10 0.93 -1.40  0.5636
O: -3.23 1.77 -1.45  -0.3185

=====

[2]
ORCA calculation (ωB97M-V with the def2-TZVPD basis set) on a 4-piece molecular cluster, CH12N2O3 overall.

Computed properties:
* 2S+1: 2
* <S²>: 0.75
* HOMO-LUMO gap (alpha / beta): 0.104 / 0.342 Ha
* charge: -1
* lowest unoccupied orbital energy (alpha / beta): 3.828 / 3.709 eV

Each line ends with the natural charge from an NBO analysis.
Cartesian coordinates (Å):
N: -1.78 1.06 1.33  -1.0255
C: -2.35 0.13 0.29  -0.2947
N: -1.50 -0.05 -0.81  -0.8908
H: -2.19 0.83 2.24  0.2988
H: -2.15 1.98 1.08  0.3448
H: -3.32 0.47 -0.11  0.1506
H: -2.64 -0.79 0.82  0.1612
H: -1.76 0.29 -1.71  0.3607
H: -0.70 -0.66 -0.80  0.3991
H: 2.34 -0.51 0.58  0.5002
H: 2.66 0.88 0.27  0.4609
O: 2.97 -0.02 0.04  -1.0224
H: -0.29 0.02 1.52  0.4752
H: 0.61 -1.13 2.10  0.3595
O: 0.40 -0.65 1.28  -1.2643
H: 3.43 -0.83 -1.98  0.4976
H: 3.00 -0.09 -3.22  0.4570
O: 3.26 -0.93 -2.90  -0.9679

=====

[3]
ORCA calculation (ωB97M-V with the def2-TZVPD basis set) on C3H4AgO3 as an isolated structure.

Computed properties:
* HOMO-LUMO gap: 0.266 Ha
* charge: -1
* lowest unoccupied orbital energy: 3.693 eV

Each line ends with the natural charge from an NBO analysis.
Cartesian coordinates (Å):
C: 3.02 0.11 1.46  -0.5409
C: 2.29 0.17 0.32  -0.6275
H: 2.63 0.51 2.41  0.1606
H: 4.09 -0.17 1.50  0.1384
O: -0.99 0.23 1.52  -0.8018
C: -1.84 1.15 1.61  0.9378
O: -1.67 2.35 1.32  -0.8070
O: -3.00 0.87 2.27  -0.7392
H: -2.97 -0.06 2.53  0.4789
Ag: 0.53 1.87 0.48  0.6752
H: 2.98 0.07 -0.61  0.1255

=====

[4]
ORCA calculation (ωB97M-V with the def2-TZVPD basis set) on a 5-piece molecular cluster, H10O5 overall.

Computed properties:
* HOMO-LUMO gap: 0.407 Ha
* charge: 0
* SMILES string: O.O.O.O.O
* lowest unoccupied orbital energy: 0.485 eV

Each line ends with the natural charge from an NBO analysis.
Cartesian coordinates (Å):
O: 0.30 0.06 0.10  -0.9649
H: 0.28 0.06 -0.87  0.4877
H: -0.13 -0.71 0.17  0.4761
O: -0.49 0.29 -2.58  -0.9412
H: -0.91 -0.18 -3.25  0.4816
H: 0.35 0.56 -2.87  0.4751
O: -1.08 1.88 1.81  -0.9605
H: -0.63 2.75 1.71  0.4638
H: -0.56 1.22 1.41  0.4877
O: -1.87 -2.17 0.74  -0.9344
H: -2.68 -2.30 1.18  0.4700
H: -1.51 -3.08 0.94  0.4659
O: 3.16 0.25 0.38  -0.9454
H: 2.30 0.26 0.26  0.4709
H: 3.46 1.10 0.85  0.4677

=====

[5]
ORCA calculation (ωB97M-V with the def2-TZVPD basis set) on C21H21As2N12OS5Tc as an isolated structure.

Computed properties:
* HOMO-LUMO gap (alpha / beta): 0.195 / 0.196 Ha
* charge: +2
* lowest unoccupied orbital energy (alpha / beta): -8.549 / -8.543 eV

Each line ends with the natural charge from an NBO analysis.
Cartesian coordinates (Å):
Tc: 1.15 0.57 -1.74  0.6106
N: 1.89 1.70 0.05  -0.5472
N: 2.49 2.97 0.00  -0.4192
C: 2.42 3.64 -1.16  0.3228
N: 2.91 4.86 -1.25  -0.7208
S: 1.68 2.88 -2.49  0.1888
H: 1.07 1.72 0.66  0.4345
H: 2.57 1.03 0.43  0.4189
H: 2.84 3.38 0.86  0.4222
H: 3.36 5.33 -0.48  0.4279
H: 2.88 5.34 -2.14  0.4466
N: -1.44 1.98 -3.79  -0.5744
C: -1.67 1.86 -2.44  0.4797
N: -2.76 2.23 -1.80  -0.3027
N: -2.50 1.97 -0.51  -0.0303
N: -1.33 1.47 -0.37  -0.1861
N: -0.77 1.36 -1.60  -0.4180
C: -0.36 1.41 -4.38  0.4853
N: -0.16 1.32 -5.69  -0.2949
N: 1.01 0.70 -5.83  0.0145
N: 1.53 0.44 -4.69  -0.1706
N: 0.68 0.88 -3.72  -0.3456
H: -2.14 2.42 -4.37  0.4614
S: 3.93 -3.29 -3.55  -0.0926
As: 2.66 -1.53 -3.50  0.9780
S: 0.69 -1.67 -2.69  -0.1995
S: 3.32 0.10 -2.21  -0.0347
S: 3.52 -2.11 -5.35  0.0074
O: 0.73 -0.41 -0.21  -0.9034
As: -0.40 -0.85 1.09  2.0058
C: -0.22 0.46 2.45  -0.4874
C: -1.22 1.42 2.66  -0.1746
C: -1.05 2.36 3.67  -0.1867
C: 0.11 2.35 4.44  -0.1536
C: 1.11 1.41 4.21  -0.2339
C: 0.94 0.46 3.22  -0.1578
C: -2.16 -1.15 0.46  -0.4318
C: -3.19 -1.05 1.39  -0.2070
C: -4.49 -1.29 0.98  -0.1657
C: -4.75 -1.64 -0.34  -0.1569
C: -3.71 -1.75 -1.25  -0.1977
C: -2.41 -1.51 -0.86  -0.1414
C: 0.40 -2.48 1.66  -0.3732
C: 0.83 -3.39 0.69  -0.2277
C: 1.34 -4.61 1.09  -0.1809
C: 1.42 -4.93 2.44  -0.1569
C: 0.97 -4.03 3.40  -0.2126
C: 0.46 -2.80 3.01  -0.1541
H: -2.10 1.46 2.03  0.2605
H: -1.81 3.09 3.85  0.2461
H: 0.23 3.08 5.22  0.2432
H: 2.00 1.40 4.83  0.2412
H: 1.71 -0.30 3.06  0.2249
H: -3.00 -0.80 2.43  0.2303
H: -5.30 -1.21 1.69  0.2413
H: -5.77 -1.82 -0.66  0.2427
H: -3.92 -2.04 -2.28  0.2390
H: -1.60 -1.61 -1.57  0.1993
H: 0.78 -3.14 -0.36  0.2294
H: 1.68 -5.32 0.34  0.2348
H: 1.81 -5.89 2.74  0.2413
H: 1.02 -4.29 4.45  0.2413
H: 0.09 -2.12 3.77  0.2201

=====

[6]
ORCA calculation (ωB97M-V with the def2-TZVPD basis set) on a 2-piece molecular cluster, C4H7FNOP overall.

Computed properties:
* 2S+1: 3
* <S²>: 2.02
* HOMO-LUMO gap (alpha / beta): 0.301 / 0.194 Ha
* charge: 0
* lowest unoccupied orbital energy (alpha / beta): 0.698 / -4.532 eV

Each line ends with the natural charge from an NBO analysis.
Cartesian coordinates (Å):
C: -0.67 -2.39 -1.71  0.2426
C: -0.16 -0.53 1.66  -0.6515
C: 0.92 0.01 0.74  -0.0572
C: -0.43 -0.26 -2.56  -0.1427
N: -0.75 -3.42 -1.25  -0.4485
O: 0.42 0.84 -0.30  -0.7854
F: 0.86 -0.24 -2.88  -0.3221
P: -1.01 0.59 -1.05  0.9528
H: -0.77 -1.26 1.13  0.2228
H: 0.30 -1.01 2.53  0.2301
H: -0.79 0.29 2.00  0.2118
H: 1.50 -0.81 0.30  0.1847
H: 1.61 0.66 1.29  0.1907
H: -1.07 -0.46 -3.41  0.1768
H: -0.92 1.87 -1.63  -0.0049

=====

| no. | electronic energy (eV) | strongest force on any atom (Eh/bohr) |
| --- | --- | --- |
| 1 | -26682.7496 | 0.0694 |
| 2 | -10353.2982 | 0.0373 |
| 3 | -13317.0354 | 0.0507 |
| 4 | -10398.9660 | 0.1691 |
| 5 | -220081.9311 | 0.0159 |
| 6 | -19798.2425 | 0.0552 |